This record from the Open Molecules 2025 dataset describes C3H6O2 as an isolated structure at a distorted geometry. The level of theory is the ωB97M-V functional and the def2-TZVPD basis.

Its total energy is -268.20675 a.u. The total charge is 0. As for the spin multiplicity: 1.

Structure (XYZ):
```
11
Properties=species:S:1:pos:R:3:nbo_charge:R:1
C 1.264 0.631 0.434 -0.7005
C 0.388 -0.420 -0.033 0.4616
C -1.049 0.027 -0.275 -0.1767
H 1.140 0.708 1.857 0.2845
H 0.667 1.987 -0.088 0.2382
H 2.489 0.215 -0.003 0.2745
H -1.493 0.898 0.529 0.2076
H -1.020 0.553 -1.374 0.1959
H -1.194 -1.865 -0.440 0.4808
O 0.647 -1.548 -0.242 -0.5443
O -1.838 -1.185 -0.366 -0.7216
```



This record from the Open Molecules 2025 dataset describes C3H6O2 as an isolated structure at a distorted geometry. The level of theory is the ωB97M-V functional and the def2-TZVPD basis.

Its total energy is -268.27569 a.u. The total charge is 0. As for the spin multiplicity: 1.

Structure (XYZ):
```
11
Properties=species:S:1:pos:R:3:nbo_charge:R:1
C 1.492 -0.868 0.203 -0.1275
C 0.390 0.194 0.393 0.1245
C -0.827 0.353 -0.460 -0.1142
O 1.565 0.539 -0.148 -0.4989
O -2.033 -0.265 -0.013 -0.7072
H 2.183 -1.051 0.922 0.1905
H 1.331 -1.525 -0.602 0.1822
H 0.164 0.687 1.650 0.1326
H -0.613 0.032 -1.446 0.1702
H -0.925 1.407 -0.487 0.1726
H -2.726 0.497 -0.012 0.4751
```



This record from the Open Molecules 2025 dataset describes C3H6O2 as an isolated structure at a distorted geometry. The level of theory is the ωB97M-V functional and the def2-TZVPD basis.

Its total energy is -268.27633 a.u. The total charge is 0. As for the spin multiplicity: 1.

Structure (XYZ):
```
11
Properties=species:S:1:pos:R:3:nbo_charge:R:1
C -1.644 0.720 0.445 -0.2457
O -0.659 0.209 -0.462 -0.5159
C 0.493 -0.326 0.054 -0.0063
C 1.654 -0.455 -0.801 0.2760
O 2.787 -0.317 -0.378 -0.5860
H -2.255 -0.092 0.850 0.1814
H -1.197 1.293 1.272 0.1789
H -2.286 1.394 -0.133 0.2045
H 0.902 -1.624 -0.197 0.1824
H 0.686 -0.042 1.096 0.2011
H 1.359 -0.730 -1.835 0.1296
```



This record from the Open Molecules 2025 dataset describes an isolated molecule of C3H6O2 at a distorted geometry. The level of theory is the ωB97M-V functional and the def2-TZVPD basis.

As for the SMILES: CCC(=O)O. Its total energy is -268.33742 a.u. The total charge is 0. As for the spin multiplicity: 1.

Structure (XYZ):
```
11
Properties=species:S:1:pos:R:3:nbo_charge:R:1
C 0.648 -1.269 -0.626 -0.6162
C 0.467 -0.052 0.600 -0.5251
C -0.855 0.740 0.103 0.7877
O -1.925 0.236 -0.214 -0.5880
O -0.720 2.122 0.322 -0.6931
H 1.698 -1.526 -0.536 0.2082
H 0.560 -0.744 -1.670 0.2175
H -0.156 -2.207 -0.475 0.2391
H 0.410 -0.508 1.682 0.2501
H 1.460 0.751 0.658 0.2333
H -1.587 2.456 0.154 0.4865
```



This record from the Open Molecules 2025 dataset describes an isolated molecule of C3H6O2. The level of theory is the ωB97M-V functional and the def2-TZVPD basis.

As for the SMILES: O[C@@H]1C[C@@H]1O. Its total energy is -268.33008 a.u. The total charge is 0. As for the spin multiplicity: 1.

Structure (XYZ):
```
11
Properties=species:S:1:pos:R:3:nbo_charge:R:1
O -1.661 0.353 0.631 -0.7007
C -0.862 -0.215 -0.355 0.0734
C 0.426 -1.023 -0.016 -0.4918
C 0.516 0.387 -0.477 0.0466
O 0.745 1.380 0.488 -0.7109
H -1.257 1.219 0.818 0.4859
H -1.453 -0.620 -1.172 0.1865
H 0.667 -1.275 1.017 0.2175
H 0.767 -1.761 -0.745 0.2251
H 0.967 0.610 -1.439 0.1884
H 1.145 0.943 1.251 0.4798
```



This record from the Open Molecules 2025 dataset describes a 2-piece molecular cluster, C3H6O2 overall at a distorted geometry. The level of theory is the ωB97M-V functional and the def2-TZVPD basis.

As for the SMILES: C=CO.C=O. Its total energy is -268.28838 a.u. The total charge is 0. As for the spin multiplicity: 1.

Structure (XYZ):
```
11
Properties=species:S:1:pos:R:3:nbo_charge:R:1
C 2.254 0.628 1.418 -0.4953
C 1.532 0.628 0.299 0.1465
O 1.341 -0.434 -0.526 -0.6875
H 2.950 1.445 1.583 0.2091
H 2.392 -0.178 2.129 0.2009
H 1.215 1.604 -0.071 0.1478
H 0.425 -0.610 -0.763 0.4786
C -3.025 -0.750 -0.996 0.2586
O -3.221 -1.173 -2.103 -0.4852
H -2.673 -1.464 -0.233 0.1102
H -3.189 0.305 -0.738 0.1162
```



This record from the Open Molecules 2025 dataset describes C3H6O2 as an isolated structure at a distorted geometry. The level of theory is the ωB97M-V functional and the def2-TZVPD basis.

Its total energy is -268.20758 a.u. The total charge is 0. As for the spin multiplicity: 1.

Structure (XYZ):
```
11
Properties=species:S:1:pos:R:3:nbo_charge:R:1
O 1.611 0.691 -0.103 -0.7698
C 0.811 -0.312 0.952 -0.2850
C -0.501 -0.598 0.255 0.0021
C -1.197 0.397 -0.577 -0.1246
O -0.395 -0.634 -1.168 -0.5156
H 1.247 0.315 -0.933 0.4900
H 1.966 -0.372 0.433 0.4267
H 0.627 0.309 1.841 0.1902
H -1.116 -1.394 0.685 0.2021
H -0.797 1.407 -0.660 0.1933
H -2.262 0.301 -0.790 0.1905
```



This record from the Open Molecules 2025 dataset describes C3H6O2 as an isolated structure at a distorted geometry. The level of theory is the ωB97M-V functional and the def2-TZVPD basis.

Its total energy is -268.26908 a.u. The total charge is 0. As for the spin multiplicity: 1.

Structure (XYZ):
```
11
Properties=species:S:1:pos:R:3:nbo_charge:R:1
C -1.038 -0.901 0.685 -0.1172
C -0.009 -0.405 -0.202 -0.0569
C 1.317 -1.063 -0.130 0.3993
O -0.997 -1.280 -0.735 -0.4850
O 2.304 -0.422 0.084 -0.5007
H -0.846 -1.754 1.349 0.2057
H -1.839 -0.160 0.844 0.2093
H 0.632 2.324 1.172 0.0020
H 0.023 0.733 -0.605 0.2197
H 1.383 -2.077 -0.472 0.1277
H 0.001 2.830 1.362 -0.0041
```



This record from the Open Molecules 2025 dataset describes an isolated molecule of C3H6O2 at a distorted geometry. The level of theory is the ωB97M-V functional and the def2-TZVPD basis.

As for the SMILES: OC[C@H]1CO1. Its total energy is -268.24894 a.u. The total charge is 0. As for the spin multiplicity: 1.

Structure (XYZ):
```
11
Properties=species:S:1:pos:R:3:nbo_charge:R:1
O 0.682 1.101 -1.537 -0.7381
C 0.054 1.028 -0.301 -0.0844
C -0.365 -0.452 -0.033 0.0528
C 0.345 -1.229 0.936 -0.1131
O -0.833 -0.659 1.189 -0.4554
H 0.546 1.772 -2.121 0.4810
H -0.971 1.420 -0.313 0.1800
H 0.870 1.259 0.575 0.1616
H -1.183 -0.687 -0.750 0.1732
H 1.311 -1.021 1.060 0.1856
H 0.429 -2.360 0.717 0.1566
```



This record from the Open Molecules 2025 dataset describes an isolated ion of composition C3H6O2P and charge -1 at a distorted geometry. The level of theory is the ωB97M-V functional and the def2-TZVPD basis.

As for the SMILES: C=C[P@@](C)(=O)[O-]. Its total energy is -609.74409 a.u. The total charge is -1. As for the spin multiplicity: 1.

Structure (XYZ):
```
12
Properties=species:S:1:pos:R:3:nbo_charge:R:1
C -0.410 -1.195 1.637 -0.4414
C -0.106 -1.033 0.341 -0.5274
P 1.493 -0.149 0.014 2.0571
C 0.703 1.416 -0.372 -1.0376
O 2.381 -0.154 1.157 -1.1464
O 2.070 -0.924 -1.574 -1.1838
H -1.261 -1.639 2.035 0.1788
H 0.204 -0.500 2.074 0.2065
H -0.603 -1.553 -0.533 0.2108
H 1.276 2.389 -0.357 0.2202
H 0.296 1.347 -1.336 0.2420
H 0.038 1.418 0.511 0.2213
```



| no. | lowest unoccupied orbital energy (eV) |
| --- | --- |
| 1 | 0.18 |
| 2 | 0.81 |
| 3 | 0.80 |
| 4 | 0.77 |
| 5 | 0.91 |
| 6 | 0.30 |
| 7 | 0.95 |
| 8 | 0.75 |
| 9 | 0.94 |
| 10 | 4.09 |